[1]
C3H4N4 in the gas phase in a non-equilibrium geometry, computed with ωB97M-V/def2-TZVPD.

Output
LUMO energy (alpha / beta) = -1.264 / -1.247 eV
gap between HOMO and LUMO (alpha / beta) = 8.15 / 8.11 eV
relative energy (zero: lowest compared OMol25 entry of this formula, charge and spin) = 139.9 kcal per mole
highest occupied orbital energy (alpha / beta) = -0.346 / -0.344 Eh

Structure (ORCA input):
```
! RIJCOSX wB97M-V def2-TZVPD def2/J DEFGRID3
* xyz 0 1
C 1.0233 -1.5657 0.0048
C 0.4098 -0.2419 0.3367
N 0.8679 0.8006 0.7947
N -0.9398 1.5942 0.3765
N -1.1542 2.5332 -0.3251
C -1.1139 -0.0942 -0.1903
N -1.9810 -0.6998 -0.6970
H -0.5858 3.3497 -0.0476
H 1.1093 -1.6544 -1.0796
H 0.3628 -2.3608 0.3549
H 2.0016 -1.6609 0.4719
*
```


[2]
9 unconnected molecules or ions with the total composition C58H61BFN9O21S in a non-equilibrium geometry, computed with ωB97M-V/def2-TZVPD.

Output
SMILES = CCC[C@]1(N)OS(=O)(=O)O[C@@]1(C[C@H](C)F)B(O)CC.O=[N+]([O-])c1ccccc1.O=[N+]([O-])c1ccccc1.O=[N+]([O-])c1ccccc1.O=[N+]([O-])c1ccccc1.O=[N+]([O-])c1ccccc1.O=[N+]([O-])c1ccccc1.O=[N+]([O-])c1ccccc1.O=[N+]([O-])c1ccccc1
LUMO energy = -1.050 eV
gap between HOMO and LUMO = 8.62 eV
relative energy (zero: lowest compared OMol25 entry of this formula, charge and spin) = 0.0 kcal per mole
highest occupied orbital energy = -0.355 Eh

Structure (ORCA input):
```
! RIJCOSX wB97M-V def2-TZVPD def2/J DEFGRID3
* xyz 0 1
C -5.1533 -5.8247 2.8516
C -4.3478 -4.5413 2.5252
C -4.8279 -3.2859 3.2838
C -5.6398 -2.2295 2.5026
N -4.9947 -0.9205 2.4663
O -6.8333 -1.9675 3.3433
S -7.7999 -1.0006 2.5051
O -7.5381 0.3892 2.6669
O -9.1205 -1.4003 2.8604
O -7.3457 -1.5049 1.0761
C -6.3236 -2.6121 1.1825
C -7.1622 -3.8984 1.2147
C -8.3713 -3.9079 0.2718
C -9.7203 -3.6890 0.9274
F -8.3857 -5.2030 -0.3054
B -5.4939 -2.4015 -0.2018
O -6.1051 -2.8149 -1.3744
C -4.0534 -1.8113 -0.3132
C -3.1815 -2.8678 -1.0804
H -5.3158 -6.4023 1.9426
H -6.1483 -5.5349 3.1859
H -4.6624 -6.4128 3.6192
H -4.2495 -4.3814 1.4508
H -3.3381 -4.7396 2.8864
H -3.9356 -2.7793 3.6487
H -5.3727 -3.5917 4.1753
H -5.1814 -0.4655 3.3522
H -3.9897 -1.0282 2.4216
H -6.5183 -4.7080 0.8687
H -7.5042 -4.1209 2.2238
H -8.2651 -3.2166 -0.5580
H -10.0670 -2.6657 0.8130
H -9.7174 -3.9496 1.9837
H -10.4582 -4.3277 0.4411
H -6.1168 -3.7778 -1.4120
H -4.0919 -0.8932 -0.9023
H -3.5650 -1.6391 0.6365
H -3.6020 -3.8615 -0.9005
H -3.1181 -2.6633 -2.1428
H -2.2103 -2.8932 -0.5945
O 1.0461 -3.1655 1.9593
N 0.7064 -2.9233 0.8185
O -0.3955 -3.1951 0.3771
C 1.6664 -2.2627 -0.0682
C 2.9330 -1.9796 0.4118
C 3.8373 -1.3611 -0.4372
C 3.4714 -1.0331 -1.7355
C 2.1915 -1.3210 -2.1942
C 1.2786 -1.9431 -1.3597
H 3.2227 -2.2225 1.4264
H 4.8330 -1.1343 -0.0806
H 4.1774 -0.5512 -2.3904
H 1.9091 -1.0582 -3.2049
H 0.2816 -2.1692 -1.7090
O -0.7944 -7.3668 6.2955
N -0.4692 -6.5343 5.4743
O -1.0773 -5.5051 5.2585
C 0.7411 -6.7955 4.6774
C 1.4291 -7.9794 4.8716
C 2.5533 -8.2293 4.1024
C 2.9734 -7.2993 3.1594
C 2.2731 -6.1132 2.9859
C 1.1465 -5.8558 3.7492
H 1.0956 -8.6966 5.6064
H 3.1012 -9.1516 4.2375
H 3.8506 -7.5003 2.5584
H 2.6009 -5.3850 2.2569
H 0.6018 -4.9333 3.6167
O 4.3222 -1.1469 5.3464
N 3.7011 -0.9723 4.3217
O 3.7503 -1.7079 3.3517
C 2.8363 0.2109 4.2238
C 2.7982 1.1095 5.2750
C 2.0026 2.2358 5.1581
C 1.2521 2.4425 4.0090
C 1.2888 1.5199 2.9742
C 2.0906 0.3966 3.0747
H 3.3863 0.9419 6.1649
H 1.9729 2.9579 5.9620
H 0.6374 3.3267 3.9181
H 0.6993 1.6809 2.0812
H 2.1298 -0.3204 2.2689
O 3.7236 1.1531 -4.1431
N 3.9952 1.9521 -5.0173
O 3.3583 2.9583 -5.2474
C 5.1715 1.6775 -5.8537
C 5.8973 0.5196 -5.6401
C 6.9902 0.2646 -6.4539
C 7.3425 1.1592 -7.4545
C 6.6052 2.3210 -7.6456
C 5.5098 2.5854 -6.8421
H 5.6307 -0.1657 -4.8597
H 7.5670 -0.6386 -6.3067
H 8.1944 0.9515 -8.0886
H 6.8822 3.0192 -8.4232
H 4.9288 3.4840 -6.9861
O 4.3946 -1.8954 -5.5656
N 4.6571 -2.7242 -4.7140
O 5.0706 -2.4580 -3.6015
C 4.4686 -4.1413 -5.0514
C 4.0349 -4.4757 -6.3209
C 3.8766 -5.8143 -6.6389
C 4.1477 -6.7920 -5.6906
C 4.5740 -6.4344 -4.4183
C 4.7382 -5.0987 -4.0909
H 3.8253 -3.7090 -7.0518
H 3.5430 -6.0948 -7.6282
H 4.0267 -7.8367 -5.9444
H 4.7814 -7.1970 -3.6806
H 5.0709 -4.8118 -3.1044
O 3.7860 3.4014 2.7443
N 3.2737 4.3196 2.1396
O 2.3595 5.0006 2.5633
C 3.7821 4.6171 0.7923
C 4.7905 3.8285 0.2691
C 5.2497 4.0949 -1.0104
C 4.7018 5.1389 -1.7433
C 3.6959 5.9245 -1.1965
C 3.2282 5.6655 0.0813
H 5.2100 3.0177 0.8456
H 6.0339 3.4853 -1.4374
H 5.0597 5.3410 -2.7448
H 3.2717 6.7385 -1.7683
H 2.4436 6.2692 0.5119
O -7.8386 8.0956 4.9713
N -8.1190 7.4826 3.9611
O -8.4740 7.9971 2.9201
C -8.0231 6.0151 4.0018
C -7.6536 5.4000 5.1836
C -7.5828 4.0167 5.2212
C -7.8766 3.2707 4.0866
C -8.2378 3.9086 2.9080
C -8.3140 5.2911 2.8599
H -7.4265 5.9865 6.0611
H -7.3000 3.5194 6.1389
H -7.8258 2.1920 4.1159
H -8.4626 3.3239 2.0267
H -8.5966 5.7940 1.9474
O 6.7774 8.3545 -2.7642
N 6.1254 8.4701 -3.7808
O 6.1013 7.6541 -4.6811
C 5.3055 9.6826 -3.9326
C 5.3373 10.6413 -2.9370
C 4.5780 11.7893 -3.0928
C 3.8007 11.9612 -4.2305
C 3.7764 10.9826 -5.2153
C 4.5341 9.8321 -5.0700
H 5.9441 10.4994 -2.0553
H 4.5948 12.5515 -2.3263
H 3.2126 12.8613 -4.3505
H 3.1686 11.1167 -6.0993
H 4.5228 9.0673 -5.8319
*
```


[3]
A molecular structure, C40H54KN8Se, computed with ωB97M-V/def2-TZVPD.

Output
LUMO energy = 1.840 eV
gap between HOMO and LUMO = 5.92 eV
relative energy (zero: lowest compared OMol25 entry of this formula, charge and spin) = 22.8 kcal per mole
highest occupied orbital energy = -0.150 Eh

Structure (ORCA input):
```
! RIJCOSX wB97M-V def2-TZVPD def2/J DEFGRID3
* xyz -1 1
K -0.0465 0.5375 -0.0682
C 0.3912 -1.7738 5.5345
C -0.8517 -0.8811 5.5243
C -1.9782 -1.4951 4.6873
C -0.5442 0.5619 5.1533
C -0.7332 1.5354 6.1255
C -0.4898 2.8727 5.8639
C -0.0446 3.2411 4.6093
C 0.1870 2.3056 3.6057
C 0.6353 2.8139 2.2445
C -0.5192 3.4848 1.4979
C 1.8556 3.7294 2.3412
C -0.0627 0.9464 3.8835
N 0.0405 -0.0586 2.8969
C 1.1491 -0.3619 2.3338
C 2.5094 0.1086 2.4978
C 3.0791 0.4759 3.7145
C 4.4071 0.8559 3.7929
C 5.1680 0.8599 2.6173
C 4.6352 0.5228 1.3945
C 3.2591 0.1708 1.2639
N 2.6115 -0.0559 0.1251
C 3.2660 0.0254 -1.1055
C 3.6097 -1.1502 -1.8165
C 4.1238 -1.0424 -3.1032
C 4.3222 0.1869 -3.7135
C 4.0082 1.3365 -3.0111
C 3.4898 1.2786 -1.7211
C 3.1670 2.5743 -1.0023
C 4.4152 3.4404 -0.8201
C 2.0718 3.3612 -1.7217
C 3.4083 -2.5509 -1.2600
C 1.9321 -2.9343 -1.1674
C 4.1194 -2.8054 0.0709
H 0.1354 -2.7695 5.9062
H 1.1661 -1.3591 6.1824
H 0.8121 -1.8869 4.5368
H -1.2152 -0.8391 6.5568
H -1.6739 -1.6041 3.6488
H -2.8689 -0.8647 4.7153
H -2.2438 -2.4790 5.0836
H -1.0906 1.2314 7.1035
H -0.6528 3.6210 6.6295
H 0.1297 4.2886 4.3952
H 0.9636 1.9513 1.6700
H -0.8137 4.4132 1.9941
H -1.4076 2.8493 1.4590
H -0.2479 3.7277 0.4682
H 1.6443 4.6231 2.9317
H 2.1501 4.0616 1.3439
H 2.7004 3.2055 2.7929
H 1.0673 -1.0737 1.5072
H 2.4689 0.4407 4.6102
H 4.8507 1.1285 4.7411
H 6.2153 1.1413 2.6657
H 5.2568 0.5450 0.5069
H 4.3766 -1.9529 -3.6376
H 4.7299 0.2460 -4.7157
H 4.1664 2.3060 -3.4721
H 2.8068 2.3080 -0.0078
H 4.8282 3.7472 -1.7846
H 5.1891 2.8997 -0.2734
H 4.1735 4.3473 -0.2606
H 2.3798 3.6227 -2.7382
H 1.8579 4.2959 -1.1944
H 1.1263 2.8206 -1.8063
H 3.8698 -3.2205 -1.9951
H 1.3984 -2.2655 -0.4957
H 1.8318 -3.9593 -0.7970
H 1.4477 -2.8707 -2.1435
H 3.6141 -2.3046 0.8951
H 5.1515 -2.4509 0.0468
H 4.1320 -3.8780 0.2835
C -1.2303 -1.8006 -5.5185
N -0.3166 -1.0833 -4.6547
C 0.4111 0.0516 -5.2047
C -0.4490 -1.0939 -3.2754
N 0.1861 -0.3443 -2.4775
N -1.3396 -2.0669 -2.8101
C -1.6812 -2.4298 -1.5201
N -2.5759 -3.5155 -1.5460
N -1.2311 -1.9019 -0.4556
H -0.9663 -1.5959 -6.5523
H -2.2773 -1.5027 -5.3800
H -1.1445 -2.8844 -5.3881
H 0.3428 0.0215 -6.2893
H 1.4689 0.0041 -4.9320
H -0.0045 1.0019 -4.8526
H 0.8084 0.3009 -2.9482
H -1.7517 -2.6474 -3.5150
H -3.2460 -3.4902 -2.3008
H -3.0399 -3.6533 -0.6622
H -1.6277 -2.3635 0.3583
Se -1.9440 2.1888 -2.1270
C -2.8308 3.7053 -1.4443
C -2.2121 4.9579 -1.3468
C -2.9037 6.0376 -0.8261
N -4.1634 5.9905 -0.3903
C -4.7560 4.7986 -0.4833
C -4.1538 3.6597 -0.9879
H -1.1901 5.0848 -1.6827
H -2.4083 7.0025 -0.7555
H -5.7827 4.7463 -0.1303
H -4.7065 2.7298 -1.0245
*
```


[4]
C25H31FN4 in the gas phase, computed with ωB97M-V/def2-TZVPD.

Output
SMILES = CN(Cc1cn(C)nc1-c1ccccc1F)CC1CCN(Cc2ccccc2)CC1
LUMO energy = 0.749 eV
gap between HOMO and LUMO = 9.06 eV
relative energy (zero: lowest compared OMol25 entry of this formula, charge and spin) = 1.0 kcal per mole
highest occupied orbital energy = -0.305 Eh

Structure (ORCA input):
```
! RIJCOSX wB97M-V def2-TZVPD def2/J DEFGRID3
* xyz 0 1
C 1.9351 2.0801 1.5943
N 1.7364 0.7270 1.1258
C 1.9153 0.6046 -0.3151
C 3.3138 0.9230 -0.7318
C 3.7535 2.0743 -1.3501
N 5.0728 1.9272 -1.5875
C 5.9658 2.8612 -2.2079
N 5.5155 0.7533 -1.1687
C 4.4769 0.1166 -0.6429
C 4.6056 -1.2250 -0.0890
C 3.8782 -1.6084 1.0364
C 4.0017 -2.8813 1.5618
C 4.8577 -3.8007 0.9786
C 5.5911 -3.4441 -0.1396
C 5.4594 -2.1697 -0.6574
F 6.1651 -1.8648 -1.7659
C 0.5267 0.1026 1.6256
C -0.8223 0.6805 1.1384
C -1.8378 0.7420 2.2795
C -3.1740 1.2886 1.7861
N -3.6956 0.4474 0.7285
C -5.0417 0.8209 0.3343
C -5.6655 -0.2321 -0.5414
C -5.5288 -1.5743 -0.2072
C -6.1033 -2.5551 -0.9937
C -6.8287 -2.2060 -2.1213
C -6.9715 -0.8719 -2.4591
C -6.3895 0.1095 -1.6745
C -2.7877 0.4394 -0.4023
C -1.4404 -0.1445 0.0095
H 1.2427 2.8093 1.1462
H 1.8126 2.1039 2.6759
H 2.9525 2.3866 1.3535
H 1.2299 1.2686 -0.8707
H 1.6921 -0.4321 -0.5838
H 3.2246 2.9625 -1.6343
H 6.9401 2.3826 -2.2801
H 6.0512 3.7716 -1.6105
H 5.6142 3.1232 -3.2075
H 3.2230 -0.8840 1.4958
H 3.4294 -3.1563 2.4354
H 4.9563 -4.7940 1.3901
H 6.2622 -4.1403 -0.6184
H 0.5729 0.1775 2.7165
H 0.5784 -0.9596 1.3671
H -0.6573 1.7010 0.7743
H -1.4664 1.3766 3.0870
H -1.9933 -0.2638 2.6737
H -3.8937 1.2947 2.6097
H -3.0404 2.3337 1.4441
H -5.0643 1.7998 -0.1808
H -5.6404 0.9144 1.2479
H -4.9568 -1.8342 0.6703
H -5.9882 -3.5958 -0.7271
H -7.2798 -2.9718 -2.7353
H -7.5343 -0.5931 -3.3382
H -6.5005 1.1504 -1.9457
H -3.2304 -0.1721 -1.1925
H -2.6418 1.4618 -0.8037
H -1.5961 -1.1674 0.3571
H -0.7818 -0.1739 -0.8594
*
```


[5]
A gas-phase ion, C2H8IN2 (charge +1) in a non-equilibrium geometry, computed with ωB97M-V/def2-TZVPD.

Output
SMILES = C[NH2+][C@@H](N)I
LUMO energy = -4.228 eV
gap between HOMO and LUMO = 9.90 eV
relative energy (zero: lowest compared OMol25 entry of this formula, charge and spin) = 23.4 kcal per mole
highest occupied orbital energy = -0.519 Eh

Structure (ORCA input):
```
! RIJCOSX wB97M-V def2-TZVPD def2/J DEFGRID3
* xyz 1 1
C -1.5225 0.3778 -0.4486
N -0.4355 -0.3466 0.2092
C 0.9898 -0.1205 -0.4613
N 2.0151 0.1593 0.5206
I 1.1149 -1.9584 -1.7298
H -1.5079 1.4112 -0.2375
H -1.4972 0.1653 -1.5466
H -2.3700 0.0371 0.1187
H -0.6737 -1.3949 0.2122
H -0.3979 0.1253 1.1285
H 0.7982 0.6590 -1.2440
H 2.5563 -0.6460 0.7105
H 2.5288 0.9192 0.2324
*
```